The molecule C4H9N at a distorted geometry, computed with ωB97M-V/def2-TZVPD.

For the largest force on an atom, the calculation gives 2.15 eV Å⁻¹. The LUMO energy is 1.11 eV. For the HOMO-LUMO gap, the calculation gives 10.325 eV. The value obtained for the energy above the lowest of the compared OMol25 structures with the same formula, charge and spin is 28.49 kcal per mole. Its structure (SMILES) is C=CCCN. Its highest occupied orbital energy is -9.22 eV.

```
14
Properties=species:S:1:pos:R:3:forces:R:3
C 1.94868 0.84498 -0.73017 0.1472 -0.6503 1.4154
C 0.69498 1.28340 -0.64548 -0.2537 -0.8420 -1.9668
C -0.51537 0.40834 -0.36576 0.2018 0.6154 -1.1675
C -0.38368 -0.63685 0.70247 0.4334 -0.2638 0.6992
N -1.55284 -1.50170 0.82629 -0.6109 0.0670 0.4448
H 2.14468 -0.20462 -0.49997 0.2200 0.2912 0.4283
H 2.82466 1.47664 -0.80432 -0.1681 0.0941 -0.8372
H 0.44870 2.08579 -1.34578 0.0336 0.9474 1.1453
H -1.34981 1.08558 -0.16736 -0.1013 -0.2378 0.2365
H -0.74337 -0.03527 -1.34510 -0.2193 -0.2163 0.1952
H -0.24302 -0.09332 1.64673 0.0799 -0.2213 -0.0626
H 0.50021 -1.26802 0.57194 0.1728 0.3202 -0.1482
H -1.39091 -2.45555 0.54223 0.2233 0.0174 -0.3123
H -1.81148 -1.57366 1.80204 -0.1588 0.0787 -0.0702
```
Forces are in eV/Å.

These are the natural (NBO) partial charges, in e, on atoms 1 to 5:
1. C -0.3985
2. C -0.1721
3. C -0.4516
4. C -0.2188
5. N -0.8398

***

A cluster of 2 separate species, C4H14N2 in total at a distorted geometry, computed with ωB97M-V/def2-TZVPD.

For the largest force on an atom, the calculation gives 1.84 eV Å⁻¹. The LUMO energy is 1.01 eV. For the HOMO-LUMO gap, the calculation gives 9.356 eV. The value obtained for the energy above the lowest of the compared OMol25 structures with the same formula, charge and spin is 26.51 kcal per mole. Its structure (SMILES) is CNC.CNC. Its highest occupied orbital energy is -8.34 eV.

```
20
Properties=species:S:1:pos:R:3:forces:R:3
C 0.63589 -1.70152 -1.74415 -0.2344 0.1969 -1.8104
N 2.00878 -1.37630 -1.53593 0.9806 -1.1188 0.4144
C 2.25096 -1.22232 -0.11189 0.0815 1.3019 -0.0115
H 0.32382 -2.67299 -1.32526 0.3857 0.3327 -0.0289
H 0.57921 -1.75822 -2.84424 -0.7619 -0.1743 0.3341
H -0.06652 -0.92598 -1.39520 -0.0255 -0.0784 0.0496
H 2.38800 -0.67631 -2.18632 -0.4262 -0.3762 0.9775
H 1.87299 -2.08904 0.45603 0.1722 0.2182 -0.4205
H 1.66391 -0.33268 0.17185 0.2014 -0.1770 0.8039
H 3.30464 -1.05189 0.16617 -0.3616 -0.1494 -0.3353
C -1.40112 2.24172 0.22509 0.4003 -0.4188 -1.2921
N -0.95365 0.95292 0.73917 -0.6320 0.0279 1.0240
C -1.64107 0.71169 2.02430 0.7566 -0.2862 -0.0945
H -0.95384 2.29828 -0.78157 -0.3203 0.4794 0.2459
H -1.03885 3.09726 0.81959 -0.0230 -0.5307 -0.0564
H -2.49707 2.31969 0.12800 0.1294 0.0573 0.0473
H -1.09840 0.18276 0.07383 -0.1262 0.6958 0.4403
H -2.73292 0.57215 1.95355 0.1699 0.1030 -0.1112
H -1.43954 1.60133 2.64440 -0.1591 -0.4399 -0.0488
H -1.20521 -0.17056 2.52259 -0.2073 0.3366 -0.1272
```
Forces are in eV/Å.

These are the natural (NBO) partial charges, in e, on atoms 1 to 5:
1. C -0.4027
2. N -0.6431
3. C -0.4211
4. H 0.1898
5. H 0.1994

***

A cluster of 2 separate species, C4H13N2S in total, computed with ωB97M-V/def2-TZVPD.

For the largest force on an atom, the calculation gives 0.49 eV Å⁻¹. The LUMO energy (spin up / spin down) is 0.98 / 0.96 eV. For the HOMO-LUMO gap (spin up / spin down), the calculation gives 5.468 / 9.455 eV. The value obtained for the energy above the lowest of the compared OMol25 structures with the same formula, charge and spin is 24.26 kcal per mole. Its spin multiplicity is 2. Its expectation value of S² is 0.753. Its highest occupied orbital energy (spin up / spin down) is -4.48 / -8.50 eV.

```
20
Properties=species:S:1:pos:R:3:forces:R:3
C 0.50929 -1.44173 2.55337 -0.0333 -0.1073 -0.1117
S -0.87987 -1.44581 1.38748 0.0700 0.0932 0.0323
C -1.32067 0.30227 1.45381 -0.2588 0.0439 0.2945
H 0.44891 -0.56053 3.18550 -0.0474 -0.0156 0.1231
H 1.46638 -1.43868 2.03594 0.0103 0.0333 -0.0561
H 0.44612 -2.33692 3.16781 0.0185 0.0347 0.0531
H -2.04594 0.49774 0.66717 0.1102 0.0089 -0.1328
H -1.80608 0.54965 2.39965 0.0915 -0.0750 0.0447
H -0.44969 0.93905 1.32275 0.0208 0.0198 -0.1818
C 2.22484 0.81431 -0.82940 -0.3145 -0.0381 -0.3725
N -1.02188 1.24758 -2.61668 -0.3397 0.2843 0.1169
C -0.04349 0.65165 -1.83066 0.3610 -0.2909 -0.0325
N 1.25947 1.13899 -1.85355 -0.0374 0.1071 -0.1440
H 3.11007 0.35070 -1.26873 0.1499 0.0665 0.1068
H 1.77889 0.07637 -0.16236 -0.0012 0.0722 0.0852
H 2.50914 1.70173 -0.25863 0.1020 -0.0942 0.1568
H -0.84086 1.80247 -3.43247 0.2310 -0.2208 0.0310
H -1.98893 1.11322 -2.39356 0.0418 -0.0054 0.0325
H -0.29249 -0.07146 -1.07408 -0.1523 0.0174 -0.0947
H 1.48221 1.87858 -2.49325 -0.0225 0.0659 0.0491
```
Forces are in eV/Å.

These are the natural (NBO) partial charges, in e, on atoms 1 to 5:
1. C -0.7418
2. S 0.1762
3. C -0.7469
4. H 0.2194
5. H 0.2131

***

The molecule C6H8 at a distorted geometry, computed with ωB97M-V/def2-TZVPD.

For the largest force on an atom, the calculation gives 1.48 eV Å⁻¹. The LUMO energy is 1.17 eV. For the HOMO-LUMO gap, the calculation gives 10.864 eV. The value obtained for the energy above the lowest of the compared OMol25 structures with the same formula, charge and spin is 45.14 kcal per mole. Its structure (SMILES) is C#CC1CCC1. Its highest occupied orbital energy is -9.69 eV.

```
14
Properties=species:S:1:pos:R:3:forces:R:3
C 2.90919 -0.54555 -0.14846 -0.4650 0.2083 0.0935
C 1.79041 -0.24680 0.19089 0.3616 0.3207 -0.2859
C 0.40365 0.08945 0.50716 -0.0291 0.5282 -0.3479
C -0.46281 1.12283 -0.31150 0.1397 0.0326 -0.2758
C -1.64642 0.16061 -0.08832 -0.2958 0.0277 -0.1522
C -0.65573 -0.98174 0.14237 -0.0063 -0.0586 0.0065
H 3.90198 -0.76829 -0.47873 -0.2433 -0.0128 0.1568
H 0.29176 0.60617 1.44931 0.2604 -1.0096 1.0520
H -0.60640 2.13286 0.10614 0.4090 -0.4071 -0.0981
H -0.10273 1.20348 -1.33384 -0.2997 -0.0764 -0.2179
H -2.16148 0.38638 0.85390 0.0304 0.1121 -0.2605
H -2.37563 0.05748 -0.88941 -0.0528 -0.0140 0.0408
H -0.35516 -1.41928 -0.81873 -0.0272 0.0700 0.2154
H -0.93063 -1.79759 0.81922 0.2183 0.2789 0.0734
```
Forces are in eV/Å.

These are the natural (NBO) partial charges, in e, on atoms 1 to 5:
1. C -0.2445
2. C -0.0060
3. C -0.3079
4. C -0.3673
5. C -0.4015

***

- Which value of energy above the lowest of the compared OMol25 structures with the same formula, charge and spin does entry 1 give?
  28.49 kcal per mole